No. 1
This record from the OMol25 dataset describes 2 unconnected molecules or ions with the total composition C5H11NO2. The level of theory is ωB97M-V/def2-TZVPD.

```
19
Properties=species:S:1:pos:R:3:forces:R:3
C -1.3327 -2.0961 1.2612 0.271 0.356 -0.310
C -2.0047 -0.8069 1.0671 -0.233 -0.341 -0.006
C -1.6895 0.0527 0.0153 -0.102 0.179 -0.748
O -2.2262 1.2293 -0.0029 -0.097 0.126 0.035
H -2.0543 -2.9095 1.1431 -0.061 -0.065 0.127
H -0.5153 -2.2223 0.5502 -0.046 -0.104 0.065
H -0.9432 -2.1509 2.2829 -0.100 -0.111 0.044
H -2.8539 -0.5159 1.6797 0.191 0.066 0.204
H -1.0838 -0.2031 -0.8585 0.350 -0.339 0.378
H -1.9856 1.7063 -0.8163 -0.085 0.122 0.081
C 1.4995 0.7917 -1.3992 0.122 -0.004 -0.005
N 2.1895 1.0400 -0.2726 -0.163 0.156 -0.381
C 2.2853 0.1226 0.8432 0.006 -0.234 -0.070
O 0.8938 -0.2376 -1.6553 -0.437 -0.002 0.423
H 1.4872 1.6471 -2.0857 0.206 0.033 -0.167
H 2.7949 1.8445 -0.3178 -0.046 0.014 0.285
H 1.3365 -0.3948 0.9932 -0.034 0.160 -0.092
H 2.5193 0.6881 1.7378 0.099 -0.030 0.097
H 3.0303 -0.6515 0.6725 0.159 0.019 0.041
```
Forces are in eV/Å.

Output
- spin multiplicity = 2
- ΔE to the lowest compared entry with this formula, charge and spin (kJ/mol) = 63.2
- HOMO energy (alpha / beta) (eV) = -13.53 / -13.53
- ⟨S²⟩ = 0.754
- total charge = +1

No. 2
This record from the OMol25 dataset describes a molecular structure, C32H35F3NO2PdSbSe2. The level of theory is ωB97M-V/def2-TZVPD.

```
77
Properties=species:S:1:pos:R:3:forces:R:3
Pd -0.4839 -0.4901 -0.1507 -0.498 -0.280 -0.698
O -6.6887 2.3329 -0.3565 0.169 0.197 0.021
C -5.4551 2.9559 -0.6967 0.011 -0.050 0.101
C -4.1795 2.1174 -0.4501 -0.061 -0.012 0.115
C -4.1926 0.9237 -1.4074 -0.132 0.217 0.048
O -5.3878 0.1337 -1.3171 0.074 -0.020 0.143
C -2.9977 3.0951 -0.7483 -0.150 -0.067 -0.308
Se -1.3560 2.5578 -1.7381 0.160 -0.237 -0.055
C -4.1309 1.6655 1.0434 0.002 -0.244 0.004
Se -4.0617 -0.2771 1.4941 0.115 0.053 -0.040
H -6.5929 1.4145 -0.6549 0.091 -0.123 -0.040
H -5.3878 3.8720 -0.1019 -0.042 0.031 0.032
H -5.4621 3.2533 -1.7560 0.000 0.013 -0.043
H -3.3460 0.3050 -1.1508 0.389 -0.274 -0.083
H -4.0937 1.2718 -2.4367 -0.045 -0.006 -0.072
H -5.2569 -0.3736 -0.4723 0.012 0.151 -0.153
H -2.6072 3.4706 0.1939 -0.071 0.050 0.042
H -3.3863 3.9546 -1.2978 0.004 0.016 -0.045
H -4.9937 2.0651 1.5735 -0.043 0.060 -0.045
H -3.2385 2.0849 1.4978 0.054 0.090 0.058
F 7.4059 1.4376 3.6237 0.111 0.040 0.072
C 6.2495 1.1084 2.9813 -0.079 -0.025 -0.099
C 6.2366 1.0875 1.6058 -0.038 -0.024 -0.085
C 5.0424 0.7374 0.9680 -0.075 -0.028 0.087
C 3.8842 0.4139 1.6735 0.108 0.220 -0.194
C 3.9585 0.4674 3.0682 0.025 0.049 0.007
C 5.1315 0.8087 3.7348 -0.137 -0.041 0.010
Sb 2.0215 -0.1710 0.4347 0.525 -0.209 0.465
C 0.9301 1.2547 1.6582 -0.050 -0.106 0.087
C -0.3339 0.8969 2.1384 0.233 0.266 0.006
C -0.9810 1.6654 3.1029 -0.187 -0.064 -0.072
C -0.3827 2.8358 3.5079 0.115 -0.064 -0.110
F -0.9924 3.5935 4.4557 -0.061 0.099 0.113
C 0.8172 3.2791 2.9861 0.069 0.003 -0.062
C 1.4760 2.4715 2.0670 -0.112 -0.077 0.018
C 1.9624 -1.8870 1.8208 0.081 -0.175 -0.129
C 0.7936 -2.4687 2.3195 0.336 -0.180 0.070
C 0.8272 -3.6050 3.1281 -0.115 0.095 -0.064
C 2.0451 -4.1785 3.4115 -0.040 0.048 -0.003
F 2.0915 -5.2969 4.1867 -0.021 -0.095 0.073
C 3.2259 -3.6614 2.9307 0.163 0.141 -0.099
C 3.1713 -2.5125 2.1449 -0.129 -0.069 -0.051
H 7.1369 1.3363 1.0546 -0.028 -0.007 0.015
H 5.0163 0.7132 -0.1220 0.052 0.008 0.082
H 3.0735 0.2330 3.6561 0.051 0.008 -0.018
H 5.1893 0.8436 4.8170 -0.008 0.001 -0.030
H -0.8493 -0.0008 1.7753 -0.091 -0.129 0.450
H -1.9265 1.3503 3.5311 -0.045 0.023 -0.187
H 1.2294 4.2270 3.3132 -0.011 -0.051 -0.002
H 2.4405 2.7840 1.6832 0.002 0.011 0.039
H -0.1714 -2.0772 2.0544 -0.253 0.243 -0.104
H -0.0880 -4.0402 3.5141 0.071 0.010 -0.020
H 4.1659 -4.1475 3.1692 -0.052 0.039 -0.018
H 4.1002 -2.0962 1.7727 0.008 -0.042 0.030
C -0.2562 0.0393 -5.4389 -0.082 0.138 -0.072
N -0.3151 0.3315 -3.9977 0.284 0.090 0.102
C 1.0678 0.4454 -3.4425 -0.242 -0.089 0.029
C -1.2000 -0.6474 -3.2474 0.023 -0.414 -0.121
C -0.5637 -1.9455 -2.8515 0.047 -0.040 0.032
C -0.4792 -2.9874 -3.7793 0.108 0.035 0.009
C 0.0925 -4.2012 -3.4283 0.015 0.038 0.021
C 0.5555 -4.3571 -2.1267 -0.009 0.097 0.068
C 0.4338 -3.3241 -1.1992 -0.022 -0.123 -0.147
C -0.1394 -2.0752 -1.5027 0.036 0.297 -0.005
H 0.3242 0.8106 -5.9434 -0.008 0.012 0.017
H -1.2627 0.0035 -5.8519 0.004 0.039 0.051
H 0.2257 -0.9270 -5.5731 0.000 -0.011 0.024
H -0.7692 1.2544 -3.7875 -0.160 -0.070 0.050
H 1.6092 -0.4787 -3.6290 -0.033 -0.037 -0.029
H 0.9803 0.5956 -2.3757 -0.037 0.054 0.306
H 1.5608 1.2985 -3.9079 -0.069 -0.038 -0.036
H -2.0945 -0.7600 -3.8628 0.017 0.000 -0.014
H -1.4447 -0.1260 -2.3399 -0.328 0.432 0.306
H -0.8773 -2.8549 -4.7843 -0.004 -0.003 0.040
H 0.1654 -5.0091 -4.1484 -0.020 0.008 0.022
H 1.0026 -5.2999 -1.8225 -0.025 0.035 -0.004
H 0.7863 -3.5202 -0.1945 0.048 0.062 0.091
```
Forces are in eV/Å.

Output
- spin multiplicity = 1
- ΔE to the lowest compared entry with this formula, charge and spin (kJ/mol) = 112.6
- HOMO energy (eV) = -0.93
- total charge = -2

No. 3
This record from the OMol25 dataset describes a molecular structure, C3H9Cl2CuO3. The level of theory is ωB97M-V/def2-TZVPD.

```
18
Properties=species:S:1:pos:R:3:forces:R:3
Cu 17.5434 -2.3083 -15.2413 2.471 -5.720 0.071
C 20.1939 -1.8983 -15.6557 -2.221 0.147 0.424
O 18.8653 -1.5268 -15.3690 11.845 5.855 -0.863
H 20.4655 -1.5390 -16.6484 0.552 0.317 -0.414
H 20.8026 -1.4857 -14.8511 0.922 -0.118 -0.108
H 20.1961 -2.9879 -15.6846 0.931 -0.106 -0.130
O 16.2219 -2.1272 -15.9983 -12.315 1.109 -8.370
H 15.6651 -2.5161 -16.7007 0.436 0.146 0.363
O 16.6539 -2.4604 -13.8202 -4.208 -2.010 6.192
H 17.1654 -3.1721 -13.3885 -2.684 0.494 -1.216
Cl 19.7985 -5.2165 -12.4054 0.562 -0.914 0.447
C 19.4007 -3.8486 -13.4688 0.061 0.409 1.014
C 18.5909 -2.8435 -12.7105 1.432 0.837 1.144
Cl 19.4727 -2.1393 -11.3014 1.122 0.206 0.831
H 18.8797 -4.3150 -14.3049 0.030 0.553 -0.162
H 20.2953 -3.2784 -13.7188 0.078 -0.848 -0.268
H 17.6718 -3.1201 -12.1939 0.747 -0.324 0.244
H 18.4656 -2.0006 -13.3902 0.237 -0.035 0.801
```
Forces are in eV/Å.

Output
- spin multiplicity = 1
- HOMO energy (eV) = 3.15
- total charge = -2

Max |F|
In order: 0.0151, 0.0175, 0.2904
Unit: hartree/bohr